Density functional theory data (the ωB97M-V functional and the def2-TZVPD basis) for C32H50F6N2O5P2PdS2 as an isolated structure in a non-equilibrium geometry.

Geometry as ORCA input:
```
! RIJCOSX wB97M-V def2-TZVPD def2/J DEFGRID3
* xyz 0 1
Pd 0.39 0.37 -0.44
S 0.72 2.91 -3.16
S 3.45 2.81 -3.35
P 1.52 0.49 1.71
P 0.12 -1.46 -1.98
F 3.40 1.58 -0.97
F -1.58 4.01 -2.58
F 5.29 2.46 -1.44
F 0.08 4.86 -1.51
F 3.65 3.72 -0.85
F -0.24 5.37 -3.59
O 4.52 3.55 -3.93
O -2.10 1.55 -0.13
O 0.17 2.42 -4.37
O 0.56 2.08 -1.98
O 3.23 1.46 -3.76
N -0.68 -1.10 0.84
N 2.11 3.66 -3.26
C -2.15 -0.75 2.78
C -1.33 0.46 4.71
C 2.22 2.20 2.00
C -0.94 -0.58 2.09
C 0.04 0.21 2.72
C -3.38 0.93 -0.04
C -2.01 -3.16 0.99
C 2.84 -0.72 3.97
C -0.31 4.39 -2.70
C -1.52 1.00 6.10
C -1.51 -0.56 -4.00
C 1.55 -2.65 -1.75
C 1.53 -3.86 -2.67
C -2.34 -0.25 4.06
C -2.70 -4.17 0.35
C 3.98 2.64 -1.56
C -1.14 -2.43 -1.11
C 2.88 -1.89 -1.80
C -1.87 -3.43 -1.74
C -3.63 0.05 -1.25
C 2.67 2.69 3.38
C -0.31 -1.48 -3.78
C -0.16 0.70 4.01
C -2.48 3.00 1.83
C 2.39 -2.11 1.94
C -1.28 -2.19 0.27
C -2.70 -4.29 -1.04
C -2.14 2.89 0.34
C 0.90 -0.98 -4.58
C 1.22 3.19 1.39
C 2.75 -0.71 2.45
C -3.54 -5.32 -1.74
H -2.00 -3.14 2.07
H 3.55 -1.49 4.27
H 1.72 -1.70 -4.58
H -4.58 -0.47 -1.13
H -2.42 -1.01 -3.62
H -4.52 -4.90 -1.96
H 3.12 2.17 1.37
H -2.87 3.46 -0.25
H -2.84 -0.69 -1.34
H -3.66 0.65 -2.16
H 2.32 -4.54 -2.38
H 3.44 2.05 3.80
H 1.40 -3.01 -0.73
H 0.92 2.86 0.40
H 1.27 -0.04 -4.18
H -3.68 -6.20 -1.12
H 1.67 4.18 1.30
H 2.26 -2.10 0.86
H -3.28 -0.41 4.55
H 3.12 -1.56 -2.82
H 1.84 2.76 4.08
H -2.97 -1.28 2.30
H 3.18 -2.82 2.20
H -0.65 0.78 6.72
H -1.35 0.40 -3.51
H -2.34 4.02 2.16
H -3.51 2.72 2.02
H 0.61 1.29 4.48
H 3.17 0.22 4.38
H 1.87 -0.98 4.41
H 3.09 3.69 3.27
H 2.83 -1.00 -1.17
H 0.34 3.26 2.03
H -3.08 -5.61 -2.69
H 3.72 -0.42 2.03
H 0.58 -4.39 -2.59
H -3.43 0.34 0.88
H 1.46 -2.44 2.39
H 3.70 -2.53 -1.45
H -1.84 2.33 2.40
H -4.15 1.70 0.00
H -3.25 -4.88 0.95
H -1.64 -0.36 -5.07
H -2.40 0.56 6.57
H -1.15 3.30 0.15
H 0.61 -0.80 -5.62
H 1.69 -3.58 -3.71
H -1.79 -3.54 -2.81
H -0.56 -2.49 -4.10
H -1.65 2.08 6.08
*
```

HOMO-LUMO gap   5.69 eV

Results of the Mulliken charge analysis, in e, for atoms 1 through 99: Pd 1.03; S 0.93; S 0.88; P 0.33; P 1.68; F -0.19; F -0.21; F -0.24; F -0.22; F -0.24; F -0.21; O -0.68; O 0.21; O -0.64; O -0.56; O -0.58; N 2.00; N -0.64; C -0.87; C 0.67; C 1.26; C 0.59; C -0.53; C -0.67; C -0.98; C -1.36; C 0.49; C -1.71; C -1.25; C 0.59; C -1.74; C -1.47; C -1.04; C 0.69; C -1.85; C -1.29; C 0.17; C -1.26; C -1.69; C 0.67; C -0.63; C -1.30; C -1.72; C -0.01; C 0.22; C 0.26; C -1.56; C -0.78; C 0.56; C -1.70; H 0.76; H 0.52; H 0.28; H 0.52; H 0.19; H 0.30; H 0.08; H 0.51; H -0.11; H 0.35; H 0.49; H 0.42; H 0.56; H -0.65; H 0.27; H 0.40; H 0.67; H 0.21; H 0.36; H 0.32; H 0.23; H 0.64; H 0.59; H 0.36; H 0.04; H 0.45; H 0.40; H 0.31; H 0.23; H 0.26; H 0.46; H 0.07; H 0.18; H 0.39; H 0.64; H 0.36; H 0.09; H 0.19; H 0.45; H 0.13; H 0.72; H 0.37; H 0.55; H 0.39; H -0.43; H 0.47; H 0.28; H 0.35; H 0.64

***

Density functional theory data (the ωB97M-V functional and the def2-TZVPD basis) for a 5-piece molecular cluster, C32H50FNO14S4 overall in a non-equilibrium geometry.

Geometry as ORCA input:
```
! RIJCOSX wB97M-V def2-TZVPD def2/J DEFGRID3
* xyz 0 1
S 3.20 1.60 4.04
S -2.88 2.62 -5.22
S 4.61 5.80 -1.49
S -5.20 -7.68 3.73
F 1.88 -5.24 2.62
O -3.40 3.96 -5.90
O 0.29 -3.15 -0.62
O -1.74 2.13 -5.94
O -2.81 2.82 -3.81
O 2.32 0.60 3.53
O -4.43 -2.07 -0.24
O 4.79 4.62 -0.69
O -6.31 -6.54 3.75
O -3.93 -7.08 3.98
O 3.76 1.13 5.45
O -5.39 -8.50 2.57
O 5.85 5.93 -2.48
O 3.40 5.99 -2.22
O 2.77 2.96 4.15
N 3.06 -1.34 -2.48
C -0.60 -2.54 -0.08
C 2.91 1.31 6.60
C 0.28 2.16 -1.66
C -4.28 1.62 -5.61
C 2.15 -0.31 0.01
C -1.04 -1.17 -0.47
C -0.65 1.06 -1.23
C 6.18 4.79 -3.30
C -3.30 -1.94 0.15
C 4.94 7.23 -0.52
C 3.86 -1.16 -1.43
C -6.38 -5.65 1.46
C 3.48 -0.65 -0.22
C -2.70 5.18 -5.57
C -6.08 -5.38 2.92
C -0.16 -5.35 1.42
C -1.37 -3.14 1.06
C -5.75 -8.56 5.15
C -1.99 1.33 -1.13
C -2.86 0.36 -0.71
C -2.66 -2.85 1.14
C 5.24 4.63 -4.48
C 1.81 0.27 6.68
C 1.79 -1.00 -2.25
C 4.72 1.53 3.16
C 1.30 -0.52 -1.06
C -2.39 -0.87 -0.36
C 0.49 3.12 -0.47
C -0.15 -0.20 -0.93
C -0.67 -4.03 2.03
C -1.38 5.30 -6.31
C 1.35 -5.43 1.34
H 2.50 2.32 6.60
H -1.52 5.16 -7.38
H -5.15 2.01 -5.09
H -4.06 0.61 -5.26
H 4.12 7.33 0.19
H -0.40 3.72 -0.30
H 1.77 -4.69 0.66
H 2.23 -0.74 6.61
H -0.47 -6.17 2.08
H 4.24 4.37 -4.15
H 5.60 3.84 -5.13
H -5.64 -7.92 6.02
H 4.98 8.09 -1.17
H 0.17 -3.49 2.47
H 5.18 5.56 -5.04
H -6.75 -4.61 3.30
H -1.37 -4.26 2.84
H -3.28 -3.26 1.94
H 0.69 2.57 0.45
H -0.66 4.56 -5.97
H -7.38 -6.07 1.35
H 4.90 -1.44 -1.57
H 5.88 7.09 0.01
H -2.37 2.31 -1.39
H -6.79 -8.85 5.01
H -0.95 6.29 -6.14
H 5.41 2.27 3.57
H 1.85 0.07 0.97
H 1.10 -1.13 -3.07
H 7.20 4.97 -3.64
H -6.32 -4.72 0.89
H 1.33 3.80 -0.64
H -5.12 -9.44 5.24
H -3.93 0.54 -0.63
H -0.14 2.73 -2.48
H 3.58 1.22 7.46
H -5.68 -6.36 1.03
H 1.09 0.39 5.87
H 5.13 0.53 3.24
H -3.37 5.98 -5.87
H 6.20 3.89 -2.68
H -4.43 1.63 -6.68
H 1.26 1.76 -1.91
H -0.58 -5.54 0.43
H 1.63 -6.44 1.03
H 1.28 0.36 7.63
H -2.56 5.25 -4.49
H -5.06 -5.03 3.06
H 4.50 1.77 2.12
H 4.22 -0.53 0.56
*
```

SMILES string   CCc1ccc2c(c1-c1cccnc1)C(=O)C(CCCF)=CC2=O.CCOS(C)(=O)=O.CCOS(C)(=O)=O.CCOS(C)(=O)=O.CCOS(C)(=O)=O
HOMO-LUMO gap   8.61 eV

Results of the Mulliken charge analysis, in e, for atoms 1 through 99: S 1.25; S 1.29; S 1.28; S 1.24; F -0.32; O -0.34; O -0.62; O -0.65; O -0.53; O -0.54; O -0.62; O -0.61; O -0.28; O -0.62; O -0.29; O -0.61; O -0.32; O -0.60; O -0.69; N -0.68; C 0.52; C -0.39; C -0.54; C -1.06; C -0.04; C -0.29; C 0.44; C -0.31; C -0.24; C -1.00; C -0.46; C -1.02; C -0.84; C -0.30; C -0.27; C -0.56; C 0.71; C -0.96; C -0.41; C -1.37; C -0.73; C -0.94; C -0.96; C 0.16; C -0.93; C -0.06; C 1.29; C -1.16; C 0.06; C -1.21; C -0.97; C -0.31; H 0.34; H 0.27; H 0.31; H 0.38; H 0.37; H 0.35; H 0.18; H 0.26; H 0.35; H 0.26; H 0.38; H 0.31; H 0.33; H 0.40; H 0.26; H 0.27; H 0.49; H 0.43; H 0.35; H 0.28; H 0.31; H 0.39; H 0.31; H 0.50; H 0.34; H 0.39; H 0.35; H 0.80; H 0.47; H 0.27; H 0.37; H 0.25; H 0.37; H 0.51; H 0.25; H 0.27; H 0.29; H 0.27; H 0.33; H 0.29; H 0.30; H 0.36; H 0.42; H 0.41; H 0.30; H 0.39; H 0.29

***

Density functional theory data (the ωB97M-V functional and the def2-TZVPD basis) for C32H50N12O2PSTi as an isolated structure.

Geometry as ORCA input:
```
! RIJCOSX wB97M-V def2-TZVPD def2/J DEFGRID3
* xyz 3 1
Ti 0.41 0.86 0.26
S -2.09 1.39 -0.02
P 0.16 -2.47 0.12
O 4.10 0.51 1.80
O 0.05 -0.94 0.44
N 2.31 0.89 0.42
N 1.55 -2.81 -0.65
N 0.70 1.08 2.36
N -4.05 0.27 1.50
N 0.51 2.95 -0.38
N 0.07 3.57 0.74
N 0.18 -3.11 1.62
N -1.11 -2.84 -0.83
N -4.70 1.84 0.15
N 0.94 5.04 -0.50
N 1.05 0.44 -1.73
N 0.34 4.81 0.68
C 1.34 6.39 -0.90
C -3.67 1.14 0.58
C 2.38 0.44 -1.93
C -1.00 7.04 -1.59
C -2.44 -2.39 -0.34
C -0.26 1.29 3.27
C -0.54 -3.59 3.81
C 0.46 6.95 -2.02
C -0.15 -2.44 2.89
C 0.69 -0.25 -3.97
C -3.40 -3.01 -1.35
C 2.34 0.99 4.10
C -5.49 0.35 1.78
C 0.32 -4.75 3.31
C 0.62 6.19 -3.34
C 3.28 -3.90 -1.89
C 0.25 -4.58 1.79
C -1.27 -4.08 -1.64
C 0.22 0.09 -2.73
C 1.35 1.20 5.05
C 2.80 -2.75 0.14
C 3.19 0.81 -0.73
C -2.77 -4.38 -1.60
C 2.92 0.11 -3.16
C 1.05 3.88 -1.15
C 1.97 0.94 2.77
C 1.78 -3.59 -1.90
C 0.03 1.36 4.63
C 2.06 -0.23 -4.20
C 3.88 -2.88 -0.92
C 2.94 0.76 1.65
C -5.95 1.48 0.83
H 2.39 6.35 -1.19
H 0.83 7.97 -2.17
H -1.42 6.04 -1.42
H -6.35 2.34 1.37
H -2.99 -5.05 -0.76
H -3.42 -2.42 -2.26
H 1.13 -4.99 1.28
H 3.45 -4.91 -1.53
H -2.64 -2.78 0.66
H -0.36 -3.35 4.86
H 1.25 6.99 0.00
H 2.46 -0.49 -5.17
H -1.60 -3.82 3.70
H 1.35 -4.64 3.65
H 4.03 -1.93 -1.43
H -0.76 1.54 5.34
H 0.19 6.77 -4.16
H -6.69 1.14 0.11
H -3.42 -0.36 1.96
H -0.93 -3.88 -2.66
H 4.83 -3.19 -0.50
H -0.05 -5.72 3.63
H 2.85 -3.58 0.85
H -4.62 2.58 -0.53
H 3.98 0.08 -0.54
H -1.26 1.43 2.90
H 2.85 -1.81 0.71
H 3.71 -3.83 -2.89
H -0.84 0.10 -2.50
H 3.70 1.77 -0.90
H 1.67 6.01 -3.58
H -1.59 7.51 -2.38
H -1.12 7.62 -0.68
H -5.67 0.59 2.83
H 3.99 0.12 -3.30
H -2.48 -1.30 -0.32
H -0.64 -5.07 1.38
H 3.38 0.87 4.36
H 0.09 5.24 -3.31
H -4.42 -3.08 -0.96
H -0.69 -4.91 -1.23
H 1.50 3.75 -2.12
H 0.72 -1.90 3.26
H 1.49 -2.99 -2.77
H -3.11 -4.86 -2.51
H 1.60 1.25 6.10
H -0.96 -1.71 2.75
H -5.98 -0.60 1.55
H 0.00 -0.52 -4.76
H 1.20 -4.51 -1.91
*
```

HOMO-LUMO gap   6.97 eV

Want to see where the charge sits? The Mulliken charges in e are: Ti -1.83; S -0.20; P -1.96; O -0.59; O 0.21; N 1.57; N 0.86; N 0.87; N 0.08; N -0.01; N 0.11; N 0.98; N 0.64; N -0.14; N 0.76; N 1.32; N -0.91; C -1.20; C 0.40; C 0.36; C -1.36; C 0.36; C -0.36; C -0.75; C 0.78; C 0.42; C -1.02; C -0.73; C -0.77; C -0.57; C -0.87; C -1.39; C -1.09; C -0.45; C -0.43; C -0.42; C -0.60; C -0.51; C -0.94; C -0.90; C -0.86; C -0.57; C 0.72; C -0.38; C -0.91; C -0.62; C -0.44; C -0.16; C -0.52; H 0.45; H 0.35; H 0.22; H 0.33; H 0.31; H 0.33; H 0.37; H 0.33; H 0.16; H 0.42; H 0.37; H 0.47; H 0.31; H 0.29; H -0.07; H 0.54; H 0.42; H 0.33; H 0.13; H 0.37; H 0.53; H 0.42; H 0.52; H 0.22; H 0.63; H 0.56; H -0.01; H 0.44; H 0.46; H 0.55; H 0.38; H 0.43; H 0.39; H 0.33; H 0.59; H -0.69; H 0.26; H 0.63; H 0.27; H 0.43; H 0.34; H 0.79; H 0.07; H 0.24; H 0.43; H 0.50; H -0.27; H 0.33; H 0.54; H 0.30

***

no.,LUMO energy (eV)
1,-1.77
2,-0.39
3,-9.28